# C31H62GeN6OS4Si3Sr

C31H62GeN6OS4Si3Sr as an isolated structure (ωB97M-V with the def2-TZVPD basis set, the OMol25 dataset).

HOMO level (alpha / beta), eV: -8.76 / -10.17
E_LUMO (alpha / beta), Eh: -0.1113 / -0.1120
Charge: +1
Calculated total energy, eV: -168467.57781
Molar mass, Da: 907.63
2S+1: 2

XYZ file:
```
109
Properties=species:S:1:pos:R:3:mulliken_charge:R:1
Sr -0.65 -0.30 0.23 1.641
C 2.59 -2.48 -3.01 -2.417
C 1.63 -2.10 -1.94 -0.239
N 0.87 -1.07 -1.98 0.989
N 0.92 -0.34 -3.13 -0.747
C 0.16 0.78 -3.33 0.241
N 0.28 1.29 -4.57 -0.398
S -0.84 1.50 -2.21 -0.212
C 1.51 -2.96 -0.71 -0.056
C 1.91 -4.28 -0.72 -0.507
C 1.74 -5.05 0.43 -1.242
C 1.19 -4.46 1.55 -0.604
C 0.81 -3.12 1.47 -0.871
N 0.95 -2.39 0.37 2.736
H 2.09 -2.95 -3.86 0.384
H 3.33 -3.19 -2.64 0.539
H 3.14 -1.60 -3.36 0.595
H 1.39 -0.74 -3.93 0.326
H 0.93 0.94 -5.25 0.178
H -0.24 2.13 -4.77 0.250
H 2.34 -4.72 -1.61 0.553
H 2.04 -6.09 0.44 0.468
H 1.05 -5.00 2.47 0.577
H 0.36 -2.62 2.32 -0.228
C -1.62 6.22 1.38 -0.586
C -2.76 5.52 0.65 -0.676
S -2.52 3.80 0.17 -0.094
C -2.45 2.93 1.75 -0.256
C -1.12 2.91 2.49 -0.724
S 0.33 2.33 1.58 0.290
C 0.83 3.67 0.45 -1.102
C 0.98 5.05 1.11 -0.636
S -0.07 6.36 0.44 -0.118
H -1.40 5.76 2.34 0.226
H -1.92 7.24 1.59 0.453
H -2.97 6.04 -0.28 0.399
H -3.67 5.58 1.27 0.363
H -2.73 1.90 1.53 -0.654
H -3.23 3.34 2.41 0.701
H -1.20 2.18 3.30 0.077
H -0.87 3.87 2.94 0.608
H 0.15 3.71 -0.39 0.651
H 1.80 3.32 0.09 0.478
H 1.99 5.42 0.94 0.394
H 0.85 5.01 2.19 0.190
C -3.19 -2.27 2.75 -0.991
C -3.41 -0.82 2.31 0.289
C -3.97 0.00 3.47 -1.194
O -2.23 -0.28 1.82 -0.486
H -4.11 -2.74 3.12 0.446
H -2.45 -2.30 3.56 0.064
H -2.81 -2.87 1.91 0.062
H -4.17 -0.85 1.51 0.061
H -3.24 0.04 4.28 0.146
H -4.90 -0.42 3.85 0.457
H -4.17 1.03 3.15 0.246
C 4.57 1.83 5.56 -1.228
Si 3.22 2.07 4.25 0.188
C 1.78 2.99 5.03 -0.745
C 3.92 3.11 2.84 -0.632
Ge 2.53 -0.07 3.47 -0.179
Si 1.34 -1.20 5.20 0.241
C 2.24 -0.88 6.81 -1.013
C 1.20 -3.07 4.95 -1.034
C -0.37 -0.44 5.24 -0.334
Si 4.28 -0.87 2.05 0.401
C 5.93 -0.34 2.76 -1.061
C 4.01 -0.05 0.38 -0.463
C 4.35 -2.73 1.79 -0.648
H 4.19 2.09 6.55 0.405
H 5.43 2.48 5.36 0.411
H 4.93 0.81 5.60 0.314
H 2.11 3.97 5.41 0.421
H 1.37 2.44 5.88 0.313
H 0.97 3.15 4.31 -0.039
H 4.20 4.10 3.21 0.403
H 3.18 3.23 2.05 -0.193
H 4.81 2.65 2.41 0.344
H 3.23 -1.35 6.82 0.292
H 1.67 -1.29 7.65 0.415
H 2.37 0.19 6.99 0.212
H 2.12 -3.50 4.56 0.310
H 0.37 -3.32 4.28 0.177
H 0.99 -3.54 5.91 0.536
H -0.31 0.62 5.49 0.289
H -1.00 -0.93 5.99 0.515
H -0.87 -0.52 4.27 -0.468
H 5.97 0.73 2.99 0.240
H 6.74 -0.56 2.06 0.388
H 6.14 -0.88 3.69 0.293
H 3.99 1.04 0.47 0.242
H 3.06 -0.37 -0.06 -0.277
H 4.82 -0.30 -0.32 0.434
H 4.28 -3.28 2.73 0.309
H 5.30 -2.99 1.32 0.443
H 3.55 -3.07 1.13 -0.049
N -5.65 -4.31 -1.88 -0.490
C -4.57 -3.53 -1.60 0.941
C -4.66 -2.13 -1.58 -0.638
C -3.54 -1.39 -1.30 -1.036
N -2.33 -1.92 -1.05 0.459
C -2.26 -3.26 -1.07 -0.683
C -3.32 -4.09 -1.33 -0.831
H -6.57 -3.90 -1.89 0.207
H -5.61 -5.30 -1.71 0.204
H -5.61 -1.64 -1.78 0.381
H -3.60 -0.31 -1.28 0.559
H -1.28 -3.68 -0.86 0.342
H -3.18 -5.17 -1.33 0.374
```